This record from the Open Molecules 2025 dataset describes a 2-piece molecular cluster, C13H15BrClF7N3O3 overall in a non-equilibrium geometry. The level of theory is ωB97M-V/def2-TZVPD.

DFT total energy: -125907.08915 eV
HOMO: -12.99 eV
net charge: +1
E_LUMO: -4.76 eV
strongest force on any atom: 8.065 eV/Å

XYZ file:
```
43
C13H15BrClF7N3O3 | the Open Molecules 2025 dataset | ωB97M-V/def2-TZVPD
C 0.46 -1.34 2.44
C -0.08 -1.51 0.87
Br 1.07 -3.00 0.09
C 0.20 -0.19 -0.07
C -1.11 0.71 -0.43
N -2.45 0.35 -1.04
C -2.91 -1.02 -1.47
F -1.81 -1.97 -1.75
F -3.61 -0.82 -2.80
C -4.06 -1.57 -0.44
F -3.68 -1.41 1.01
F -5.31 -0.73 -0.59
C -4.54 -3.12 -0.68
F -4.18 -3.69 -2.01
F -6.05 -3.14 -0.62
F -4.08 -3.93 0.48
C -3.21 1.66 -1.15
N -4.58 1.97 -1.72
C -2.36 2.95 -0.59
N -1.09 2.21 -0.18
Cl 0.13 3.26 0.44
H 1.37 -0.63 2.54
H -0.42 -1.11 3.20
H 0.86 -2.43 2.74
H -1.18 -1.91 0.82
H 0.83 -0.45 -1.05
H 0.93 0.51 0.57
H -4.99 2.84 -1.28
H -4.58 2.01 -2.76
H -2.65 4.08 -0.55
C 5.00 0.15 -1.05
C 4.47 0.93 0.13
C 5.50 1.78 0.81
O 4.98 1.89 2.13
C 4.23 0.76 2.34
O 3.79 0.43 3.42
O 4.06 0.07 1.18
H 4.26 -0.58 -1.39
H 5.25 0.81 -1.88
H 5.90 -0.42 -0.77
H 3.59 1.52 -0.18
H 5.60 2.77 0.35
H 6.49 1.31 0.87
```